Formula: C3H10N2O2
Source: the OMol25 dataset
Level of theory: the ωB97M-V functional and the def2-TZVPD basis

## Properties
- molar mass (g/mol) = 106.12
- net charge = +1
- calculated total energy (hartree) = -379.9761
- relative energy (zero: lowest compared OMol25 entry of this formula, charge and spin) (kcal/mol) = 28.0
- E_LUMO (spin up / spin down) (eV) = -3.55 / -9.21
- highest occupied orbital energy (spin up / spin down) (eV) = -14.971 / -14.941
- spin multiplicity = 2

Last column: Löwdin charge in e.
Atoms and positions in Å:
N -1.425 1.096 -0.425  0.159
C -0.246 0.362 -0.275  -0.317
C -0.080 -0.788 -1.274  0.015
C -0.191 -0.211 1.182  -0.396
N -1.323 -0.164 1.881  0.244
O 0.842 -0.564 1.703  0.249
H -1.336 1.873 -1.085  0.154
H -2.274 0.585 -0.682  0.142
H 0.580 1.054 -0.359  0.149
H -0.959 -1.405 -1.288  0.096
H 0.798 -1.385 -1.072  0.093
H 0.105 -0.382 -2.271  0.112
H -1.290 -0.632 2.770  0.152
H -1.965 0.559 1.560  0.132
H 3.382 -0.498 -0.532  0.055
H 2.364 0.150 0.429  -0.002
O 3.017 0.351 -0.262  -0.035

Atomic forces in eV per Å
N -0.6 -0.1 -1.3
C 0.1 0.7 -0.9
C 0.4 -0.2 -0.2
C -0.2 0.3 2.0
N 0.3 0.0 -1.2
O 0.4 -0.5 -1.1
H 0.1 0.3 0.8
H 0.3 -0.1 0.3
H 0.4 0.1 0.0
H -0.4 -0.4 0.0
H 0.1 -0.2 0.5
H -0.3 0.3 0.1
H -0.5 0.4 0.4
H -0.4 -0.5 0.5
H 0.1 0.0 0.1
H 0.7 -0.1 -0.1
O -0.7 0.1 0.1

Formula: C3H10N2O2
Source: the OMol25 dataset
Level of theory: the ωB97M-V functional and the def2-TZVPD basis

## Properties
- molar mass (g/mol) = 106.12
- net charge = +1
- calculated total energy (hartree) = -379.8998
- relative energy (zero: lowest compared OMol25 entry of this formula, charge and spin) (kcal/mol) = 75.9
- E_LUMO (spin up / spin down) (eV) = -4.49 / -9.13
- highest occupied orbital energy (spin up / spin down) (eV) = -13.596 / -13.596
- spin multiplicity = 2

Last column: Löwdin charge in e.
Atoms and positions in Å:
C 0.494 0.118 1.007  -0.241
C 1.122 -1.320 0.803  -0.064
C 1.928 -1.584 -0.516  -0.334
N 1.570 -1.087 -1.704  0.236
O 2.972 -2.299 -0.553  0.337
N 0.343 0.310 2.532  -0.017
H -0.625 0.116 0.650  0.145
H 1.122 0.603 0.259  0.087
H 0.448 -2.165 0.959  0.143
H 1.875 -1.389 1.563  0.112
H 2.357 -1.121 -2.478  0.218
H 0.670 -0.684 -1.918  0.149
H 1.321 0.489 2.826  0.067
H -0.280 1.215 2.850  0.161
H -5.509 3.503 -2.073  -0.013
H -4.476 2.667 -2.335  0.046
O -5.333 2.629 -1.871  -0.033

Atomic forces in eV per Å
C -3.2 -1.8 -0.1
C 0.3 -0.4 0.1
C -1.7 0.9 -1.2
N 3.0 -0.4 -0.9
O -0.2 0.2 1.0
N 0.5 2.5 -1.4
H 2.3 0.0 0.2
H -0.1 1.9 0.9
H 0.0 0.0 -0.1
H 0.5 -0.3 0.6
H -2.5 0.0 1.8
H 0.0 0.1 0.2
H -0.9 0.1 0.5
H 2.1 -2.9 -1.5
H -1.8 3.2 -0.1
H -0.1 -1.1 0.4
O 1.9 -2.0 -0.2

Formula: C3H10N2O2
Source: the OMol25 dataset
Level of theory: the ωB97M-V functional and the def2-TZVPD basis

## Properties
- molar mass (g/mol) = 106.12
- net charge = +1
- calculated total energy (hartree) = -379.9126
- relative energy (zero: lowest compared OMol25 entry of this formula, charge and spin) (kcal/mol) = 67.9
- E_LUMO (spin up / spin down) (eV) = -3.38 / -9.26
- highest occupied orbital energy (spin up / spin down) (eV) = -15.259 / -15.134
- spin multiplicity = 2

Last column: Löwdin charge in e.
Atoms and positions in Å:
O -0.788 -0.194 -1.855  0.253
C 0.203 0.048 -1.265  -0.512
N 0.135 0.515 0.048  0.208
C -1.197 0.718 0.895  -0.035
N -0.614 1.697 1.919  0.053
C 1.601 -0.083 -1.750  0.030
H 0.982 0.539 0.579  0.140
H -1.948 0.890 0.292  0.070
H -1.284 -0.250 1.492  0.164
H -0.465 2.702 1.613  0.123
H -1.085 1.851 2.817  0.104
H 2.323 0.407 -1.053  0.107
H 1.844 -1.222 -1.776  0.146
H 1.767 0.088 -2.842  0.124
H 0.137 -1.994 0.240  0.028
H -1.210 -2.941 0.058  0.066
O -0.401 -2.772 0.585  -0.070

Atomic forces in eV per Å
O -2.4 -0.6 -0.9
C 2.4 1.3 0.4
N -3.4 0.2 1.2
C 8.2 -0.9 5.4
N -1.2 1.3 -1.9
C 1.6 -2.5 -0.6
H 0.5 0.0 0.7
H -3.9 1.3 -3.2
H -0.3 0.9 -1.0
H -0.2 -1.8 -0.3
H -0.1 -1.2 -0.4
H -0.4 -0.3 -1.0
H -0.4 1.6 0.5
H -0.4 0.7 1.0
H -1.5 -1.9 0.3
H 0.9 0.5 0.1
O 0.6 1.3 -0.3

Formula: C3H10N2O2S
Source: the OMol25 dataset
Level of theory: the ωB97M-V functional and the def2-TZVPD basis

## Properties
- SMILES = NC(=O)NCCS.O
- molar mass (g/mol) = 138.19
- calculated total energy (hartree) = -778.4313
- relative energy (zero: lowest compared OMol25 entry of this formula, charge and spin) (kcal/mol) = 59.2
- E_LUMO (eV) = 0.36
- highest occupied orbital energy (eV) = -9.221

Last column: Löwdin charge in e.
Atoms and positions in Å:
N -1.196 1.480 -0.415  0.187
C -1.353 0.119 -0.712  -0.493
O -2.564 -0.269 -0.938  -0.048
N -0.334 -0.832 -0.976  0.056
C 0.975 -0.507 -0.408  -0.276
C 1.249 -1.146 1.025  -0.474
S 0.315 -0.507 2.543  0.694
H -1.929 2.080 -0.591  0.083
H -0.391 1.877 -0.638  0.013
H -0.672 -1.826 -1.082  0.175
H 1.226 0.493 -0.148  0.078
H 1.716 -0.803 -1.170  0.115
H 2.370 -1.120 1.371  0.095
H 0.916 -2.179 0.959  0.037
H -0.294 0.498 2.103  -0.254
O 1.878 1.545 -2.371  -0.052
H 1.186 0.985 -2.451  -0.056
H 1.817 2.570 -2.273  0.118

Atomic forces in eV per Å
N -0.5 -4.5 1.4
C -5.7 -2.1 -2.4
O 3.9 1.1 1.1
N -0.5 2.7 1.4
C 1.1 -2.1 1.4
C 1.0 -0.3 0.2
S 1.7 -2.5 0.2
H -2.3 0.6 -0.4
H 4.6 1.9 -0.9
H 0.5 1.9 0.4
H -0.8 1.3 -0.9
H 0.1 -0.2 0.8
H -2.1 0.0 -1.1
H 0.3 -0.2 0.2
H -1.3 2.2 -1.4
O 5.0 5.2 0.8
H -4.2 -1.6 -0.5
H -0.9 -3.4 -0.5

Formula: C3H10N2O3
Source: the OMol25 dataset
Level of theory: the ωB97M-V functional and the def2-TZVPD basis

## Properties
- SMILES = NC(=O)NCCO.O
- molar mass (g/mol) = 122.12
- calculated total energy (hartree) = -455.5291
- relative energy (zero: lowest compared OMol25 entry of this formula, charge and spin) (kcal/mol) = 26.7
- E_LUMO (eV) = 0.56
- highest occupied orbital energy (eV) = -9.371

Last column: Löwdin charge in e.
Atoms and positions in Å:
N -0.261 -2.549 0.277  0.112
C 0.156 -1.460 1.047  -0.587
O 0.481 -1.540 2.229  0.023
N 0.593 -0.352 0.366  0.053
C 0.286 -0.088 -1.032  -0.157
C -0.616 1.177 -1.222  -0.208
O -1.812 0.809 -1.918  -0.090
H 0.556 -3.050 -0.055  0.110
H -0.976 -3.083 0.742  0.092
H 1.053 0.393 0.867  0.099
H -0.143 -1.027 -1.351  0.093
H 1.191 -0.012 -1.679  0.124
H -0.906 1.646 -0.243  0.114
H -0.184 1.870 -1.930  0.110
H -2.354 0.205 -1.409  0.077
O 1.131 2.481 1.418  -0.054
H 1.587 2.314 2.255  0.057
H 0.220 2.267 1.636  0.032

Atomic forces in eV per Å
N -0.9 0.5 -0.7
C 3.5 0.9 1.3
O -1.4 -0.1 0.0
N -0.7 -0.2 -1.3
C 0.6 0.5 0.2
C -1.0 -1.4 -0.1
O -0.2 0.3 -0.3
H -0.4 -0.3 0.1
H 0.4 -0.5 0.1
H 0.0 -0.3 0.4
H -0.8 0.3 -0.5
H -0.2 0.2 0.7
H 0.7 -0.3 -0.8
H 0.4 0.4 0.4
H 0.1 -0.1 0.3
O 0.2 -0.2 0.3
H 0.1 0.1 -0.2
H -0.3 0.1 0.0

Formula: C3H10N2O3
Source: the OMol25 dataset
Level of theory: the ωB97M-V functional and the def2-TZVPD basis

## Properties
- SMILES = NCC(=O)NCO.O
- molar mass (g/mol) = 122.12
- calculated total energy (hartree) = -455.5157
- relative energy (zero: lowest compared OMol25 entry of this formula, charge and spin) (kcal/mol) = 35.1
- E_LUMO (eV) = 0.48
- highest occupied orbital energy (eV) = -8.997

Last column: Löwdin charge in e.
Atoms and positions in Å:
N 0.841 2.076 -1.445  0.004
C -0.472 1.421 -1.496  -0.175
C -0.921 0.262 -0.632  -0.460
O -1.667 -0.537 -1.226  -0.002
N -0.469 -0.150 0.568  0.086
C 0.645 0.257 1.408  -0.244
O 1.643 -0.715 1.433  -0.038
H 1.512 1.669 -2.073  0.065
H 1.203 2.258 -0.523  0.042
H -0.600 1.140 -2.529  0.117
H -1.196 2.194 -1.198  0.122
H -0.893 -1.065 0.788  0.090
H 1.126 1.140 0.943  0.108
H 0.360 0.503 2.433  0.123
H 1.360 -1.629 1.576  0.079
O -0.881 -2.819 1.056  -0.061
H -0.091 -3.199 0.624  0.071
H -1.500 -2.805 0.294  0.072

Atomic forces in eV per Å
N -0.5 -0.2 0.2
C 0.4 1.8 1.1
C 0.9 -2.7 -2.0
O -0.4 0.7 0.6
N -0.2 0.5 1.1
C -0.1 0.5 -1.0
O 1.2 -0.5 -0.2
H 0.2 -0.2 0.3
H 0.2 0.0 -0.2
H -0.6 -0.2 0.0
H -0.2 0.0 -0.6
H 0.5 0.8 0.2
H -0.4 -0.5 0.5
H -0.4 0.0 -0.1
H -0.5 0.6 0.2
O 0.1 -0.8 -1.1
H -0.4 0.1 0.4
H 0.1 0.1 0.6

Formula: C3H10N2O3
Source: the OMol25 dataset
Level of theory: the ωB97M-V functional and the def2-TZVPD basis

## Properties
- molar mass (g/mol) = 122.12
- calculated total energy (hartree) = -455.1353
- relative energy (zero: lowest compared OMol25 entry of this formula, charge and spin) (kcal/mol) = 273.8
- E_LUMO (eV) = -3.93
- highest occupied orbital energy (eV) = -9.189

Last column: Löwdin charge in e.
Atoms and positions in Å:
C 0.879 -0.487 -0.205  -0.077
N 0.346 -1.560 -0.966  0.107
C -0.746 -1.409 -1.558  -0.212
O -1.980 -1.268 -0.890  0.051
O -0.527 1.911 -1.707  -0.333
C 0.200 0.411 1.046  -0.198
N -0.844 1.011 0.521  0.174
H 1.008 0.354 -0.892  0.112
H 1.860 -0.733 0.186  0.122
H -0.979 -1.247 -2.609  0.157
H -1.221 -1.573 -0.270  0.099
H 0.214 -0.210 2.037  0.120
H 1.075 1.038 1.204  0.123
H -0.633 1.688 -0.327  0.031
H -1.628 0.415 0.271  0.103
H 2.120 -0.592 3.577  -0.034
H -0.668 2.704 -2.248  -0.034
O 1.524 -0.451 2.831  -0.311

Atomic forces in eV per Å
C 2.3 -2.0 -1.5
N 0.6 1.5 1.2
C -3.2 1.6 -4.0
O 4.4 -1.1 0.5
O 0.3 -1.0 0.3
C -0.1 1.5 0.1
N -0.2 -0.6 1.0
H -0.4 0.2 0.2
H -0.3 -0.4 0.6
H 0.8 -0.8 -0.4
H -3.3 -0.2 3.1
H 0.5 -1.0 0.6
H -0.3 0.5 -0.1
H -0.4 2.0 -1.8
H -0.2 0.0 0.2
H -0.9 0.3 0.7
H 0.0 -0.1 0.9
O 0.4 -0.5 -1.5

Formula: C3H10N2O3
Source: the OMol25 dataset
Level of theory: the ωB97M-V functional and the def2-TZVPD basis

## Properties
- molar mass (g/mol) = 122.12
- calculated total energy (hartree) = -455.3529
- relative energy (zero: lowest compared OMol25 entry of this formula, charge and spin) (kcal/mol) = 137.2
- E_LUMO (eV) = -3.54
- highest occupied orbital energy (eV) = -7.861

Last column: Löwdin charge in e.
Atoms and positions in Å:
C -1.362 0.973 -1.435  -0.075
C -0.290 1.747 -0.956  0.079
N -0.022 1.332 0.327  0.159
C -1.148 0.450 0.555  -0.235
N -1.964 0.147 -0.558  0.142
H -1.758 1.010 -2.432  0.126
H 0.328 2.447 -1.528  0.154
H 0.855 0.757 0.393  0.149
H -1.777 1.088 1.185  0.173
H 2.138 -0.528 1.300  -0.091
H 3.737 0.558 1.445  -0.055
O 2.782 0.526 1.441  -0.334
H -1.201 -2.930 -0.974  0.044
H 1.652 -2.182 1.592  -0.026
O 1.339 -1.355 1.230  -0.260
H -1.459 -1.399 -1.162  -0.034
H -0.901 -0.481 1.069  0.140
O -0.949 -2.160 -1.492  -0.058

Atomic forces in eV per Å
C -3.1 -1.0 -0.9
C 1.6 -1.0 2.0
N -1.6 -1.0 -4.2
C -0.5 -1.3 2.8
N 3.0 4.0 -1.4
H 0.1 0.2 -0.4
H -0.1 -0.3 0.4
H 1.5 1.0 1.4
H -0.4 -0.4 0.7
H 0.4 -0.4 0.5
H 0.1 -0.2 -0.2
O -0.8 0.7 -0.3
H 0.0 0.1 0.1
H 0.2 0.0 0.1
O -0.9 0.4 -0.5
H 0.1 -1.1 -0.1
H 0.6 0.2 0.4
O 0.0 0.3 -0.3

Formula: C3H10N2S
Source: the OMol25 dataset
Level of theory: the ωB97M-V functional and the def2-TZVPD basis

## Properties
- molar mass (g/mol) = 106.19
- net charge = -1
- calculated total energy (hartree) = -627.9407
- relative energy (zero: lowest compared OMol25 entry of this formula, charge and spin) (kcal/mol) = 7.9
- E_LUMO (spin up / spin down) (eV) = 3.14 / 3.18
- highest occupied orbital energy (spin up / spin down) (eV) = 1.147 / -5.653
- spin multiplicity = 2

Last column: Löwdin charge in e.
Atoms and positions in Å:
N -0.096 0.611 -1.384  -0.004
C -0.261 0.348 0.065  -0.541
C 0.614 -0.814 0.490  -0.589
S 0.149 -2.384 -0.277  0.585
C 0.011 1.557 0.962  -0.548
N -0.451 2.815 0.389  -0.085
H -0.188 1.636 -1.440  0.037
H 0.916 0.620 -1.558  0.055
H -1.295 0.028 0.218  0.105
H 1.659 -0.602 0.260  0.058
H 0.540 -0.948 1.576  0.059
H -0.190 -1.916 -1.482  -0.167
H 1.026 1.594 1.342  0.053
H -0.608 1.325 1.838  0.022
H -1.472 2.792 0.382  -0.002
H -0.233 3.550 1.068  -0.038

Atomic forces in eV per Å
N 0.8 0.9 0.1
C 0.3 -0.1 -0.5
C 0.1 0.2 0.0
S -0.1 -0.5 0.2
C -1.2 -0.5 0.6
N 0.3 0.1 -0.2
H -0.8 -0.2 -0.1
H 0.0 -0.6 0.0
H -0.1 0.2 -0.1
H 0.0 0.1 0.0
H -0.1 -0.1 -0.1
H 0.0 0.2 -0.1
H 0.2 0.2 -0.3
H 0.2 0.0 0.5
H 0.0 0.0 0.0
H 0.1 0.1 -0.1

Formula: C3H10N2S
Source: the OMol25 dataset
Level of theory: the ωB97M-V functional and the def2-TZVPD basis

## Properties
- SMILES = [H]/N=C/N.CCS
- molar mass (g/mol) = 106.19
- calculated total energy (hartree) = -627.9844
- relative energy (zero: lowest compared OMol25 entry of this formula, charge and spin) (kcal/mol) = 6.4
- E_LUMO (eV) = 0.89
- highest occupied orbital energy (eV) = -8.882

Last column: Löwdin charge in e.
Atoms and positions in Å:
H 0.509 -2.669 -1.922  0.029
N 0.692 -2.193 -1.049  0.052
C -0.096 -2.503 -0.107  -0.413
N 0.122 -2.076 1.159  0.072
H -1.017 -3.075 -0.251  0.115
H 0.993 -1.593 1.302  0.093
H -0.562 -2.125 1.887  0.088
C -1.132 1.982 -0.316  -0.182
C 0.254 1.372 -0.117  -0.634
S 1.233 2.348 1.059  0.671
H -0.992 2.936 -0.825  0.067
H -1.644 2.138 0.625  0.058
H -1.747 1.338 -0.944  0.068
H 0.754 1.350 -1.078  0.065
H 0.257 0.330 0.204  0.012
H 2.377 2.442 0.372  -0.161

Atomic forces in eV per Å
H -0.4 0.1 0.0
N 0.8 0.0 0.0
C -0.6 0.0 -0.4
N 0.3 0.0 0.0
H 0.0 -0.2 0.2
H -0.1 0.1 0.3
H 0.0 -0.1 0.0
C 0.5 -0.1 -0.1
C 0.0 -0.3 -0.3
S 0.0 0.2 0.2
H -0.3 0.0 0.1
H -0.1 0.1 0.2
H 0.0 -0.1 0.0
H 0.2 0.1 -0.1
H -0.3 0.2 0.1
H 0.0 -0.1 -0.1